Molecular formula: C12H17N
Method: DFT, the ωB97M-V functional and the def2-TZVPD basis

Element x y z (Å)
C -0.221 -4.163 1.072
C -0.848 -3.690 2.392
C 1.226 -3.677 0.937
H -0.810 -3.724 0.272
H -0.230 -5.243 0.998
H -1.710 -4.326 2.564
H -0.192 -3.897 3.242
H 1.439 -2.788 1.551
H 1.553 -3.488 -0.077
H -1.199 -2.671 2.317
H 1.881 -4.405 1.432
C 1.588 3.606 -2.622
C 0.251 2.240 -0.811
C 0.399 3.112 -1.885
C -1.125 2.123 -0.503
C -0.927 3.527 -2.198
C 0.685 0.509 0.806
C -0.699 0.258 0.886
C 1.157 1.531 0.038
C -1.626 1.136 0.310
N -1.808 3.054 -1.310
H 1.375 -0.054 1.420
H -1.119 -0.435 1.603
H 2.163 1.915 0.111
H -2.698 0.988 0.344
H 2.541 3.265 -2.261
H 1.540 4.689 -2.579
H -1.272 4.282 -2.881
H -2.800 2.967 -1.487
H 1.486 3.359 -3.678

Output
Charge   +1
Relative energy (zero: lowest compared OMol25 entry of this formula, charge and spin)   14.7 kcal/mol
Highest occupied orbital energy (alpha / beta)   -12.949 / -13.613 eV
Maximum force   1.6 eV Å⁻¹
Gap between HOMO and LUMO (alpha / beta)   9.046 / 6.708 eV
Multiplicity   2
⟨S²⟩   0.781
Total energy   -521.91923 Eh